1.
# C41H89N4O7

6 unconnected molecules or ions with the total composition C41H89N4O7 in a non-equilibrium geometry (wB97M-V/def2-TZVPD, the Open Molecules 2025 dataset).

Structure (XYZ):
```
141
C41H89N4O7 wB97M-V/def2-TZVPD
C -3.616 -4.470 -1.769
C -2.101 -4.449 -2.265
C -1.738 -3.186 -3.139
C -0.436 -2.430 -2.686
C 0.899 -3.220 -2.938
C 1.427 -3.116 -4.422
C 2.270 -1.795 -4.683
C 3.822 -2.037 -4.729
C 4.456 -2.367 -3.324
C 4.185 -1.268 -2.223
C 5.322 -0.138 -2.341
C 4.717 1.304 -2.499
C 4.037 1.868 -1.212
C 4.548 1.367 0.076
C 3.997 1.870 1.342
C 2.943 2.868 1.260
C 2.384 3.430 2.606
C 1.371 2.342 3.195
O 1.819 1.805 4.436
C 2.469 3.331 -0.093
O 1.489 4.297 -0.083
C 0.198 3.781 0.336
C -0.914 4.815 -0.157
N 3.020 2.820 -1.259
C 2.507 3.373 -2.533
C 0.983 3.083 -2.803
C 0.499 1.647 -2.379
C -1.089 1.664 -2.486
N -1.729 0.551 -1.745
C -1.892 0.864 -0.339
N -2.723 1.698 0.138
N -1.043 0.096 0.592
H -4.190 -3.560 -2.079
H -3.672 -4.541 -0.650
H -4.178 -5.359 -2.169
H -1.429 -4.614 -1.388
H -2.009 -5.343 -2.948
H -1.718 -3.422 -4.242
H -2.591 -2.455 -3.011
H -0.446 -1.407 -3.148
H -0.534 -2.274 -1.571
H 0.702 -4.310 -2.749
H 1.659 -2.909 -2.177
H 2.009 -4.016 -4.744
H 0.518 -3.049 -5.079
H 1.944 -0.998 -3.962
H 1.967 -1.419 -5.705
H 3.984 -2.951 -5.368
H 4.316 -1.171 -5.252
H 4.116 -3.361 -2.941
H 5.568 -2.461 -3.496
H 4.221 -1.695 -1.189
H 3.210 -0.733 -2.346
H 5.843 -0.362 -3.316
H 6.107 -0.233 -1.552
H 5.555 2.004 -2.756
H 3.991 1.274 -3.359
H 5.355 0.612 0.150
H 4.419 1.497 2.300
H 1.833 4.391 2.496
H 3.236 3.473 3.335
H 0.383 2.855 3.367
H 1.161 1.535 2.430
H 1.049 1.416 4.888
H 0.069 3.708 1.444
H -0.063 2.782 -0.089
H -1.756 4.317 -0.694
H -1.331 5.330 0.753
H -0.459 5.630 -0.777
H 2.616 4.492 -2.460
H 3.079 3.071 -3.438
H 0.824 3.164 -3.916
H 0.321 3.832 -2.307
H 0.744 1.371 -1.318
H 0.867 0.814 -3.028
H -1.494 2.655 -2.117
H -1.393 1.581 -3.565
H -2.690 0.515 -2.113
H -2.659 1.712 1.173
H -0.258 0.731 0.794
H -0.668 -0.683 0.037
C 6.390 5.286 2.731
C 5.927 6.385 1.787
C 4.854 7.249 2.430
O 5.414 5.800 0.591
H 5.559 4.623 2.993
H 7.153 4.667 2.253
H 6.806 5.704 3.650
H 6.778 7.007 1.503
H 3.972 6.651 2.682
H 4.523 8.027 1.739
H 5.223 7.726 3.341
H 4.660 5.240 0.813
C -4.663 -0.516 3.003
C -3.983 0.342 4.058
C -4.993 0.920 5.036
O -3.273 1.407 3.420
H -5.372 0.076 2.416
H -3.927 -0.916 2.301
H -5.200 -1.350 3.460
H -3.248 -0.257 4.601
H -5.713 1.561 4.517
H -4.493 1.542 5.781
H -5.539 0.128 5.552
H -3.916 1.943 2.937
C -7.369 2.214 -0.457
C -6.455 3.290 -1.023
C -6.124 3.022 -2.484
O -5.249 3.339 -0.264
H -6.887 1.232 -0.501
H -7.589 2.413 0.594
H -8.310 2.165 -1.008
H -6.935 4.267 -0.929
H -5.601 2.067 -2.595
H -5.460 3.796 -2.874
H -7.028 2.997 -3.096
H -4.812 2.478 -0.340
C -5.440 -5.569 6.077
C -5.230 -4.285 5.290
C -4.249 -4.490 4.146
O -4.738 -3.266 6.162
H -4.500 -5.911 6.521
H -6.138 -5.403 6.900
H -5.834 -6.363 5.440
H -6.187 -3.936 4.895
H -3.268 -4.796 4.523
H -4.101 -3.557 3.598
H -4.607 -5.252 3.450
H -3.892 -3.564 6.518
C 1.963 -6.373 0.703
C 2.359 -6.461 -0.762
C 3.679 -7.195 -0.935
O 2.471 -5.144 -1.306
H 2.713 -5.820 1.277
H 1.018 -5.835 0.813
H 1.851 -7.366 1.142
H 1.576 -6.976 -1.324
H 4.487 -6.670 -0.417
H 3.957 -7.242 -1.990
H 3.619 -8.213 -0.545
H 3.161 -4.679 -0.816
```

- charge = +1
- E_LUMO (eV) = -3.63
- HOMO level (Ha) = -0.4248
- Kohn-Sham gap (eV) = 7.93

2.
# C5H21N2O4S

5 unconnected molecules or ions with the total composition C5H21N2O4S in a non-equilibrium geometry (wB97M-V/def2-TZVPD, the Open Molecules 2025 dataset).

Structure (XYZ):
```
33
C5H21N2O4S wB97M-V/def2-TZVPD
N -2.412 -1.917 -0.877
C -1.331 -0.970 -0.490
C -0.084 -1.680 0.057
S -0.459 -2.432 1.712
C -0.957 -0.170 -1.781
N -0.112 0.989 -1.405
C -0.055 2.001 -2.481
C 0.804 3.196 -2.027
H -2.029 -2.721 -1.308
H -2.895 -2.213 -0.043
H -1.697 -0.242 0.264
H 0.237 -2.493 -0.628
H 0.731 -0.975 0.184
H -1.900 0.037 -2.227
H -0.410 -0.840 -2.458
H -0.412 1.397 -0.544
H -1.111 2.355 -2.798
H 0.390 1.607 -3.348
H 1.787 2.803 -1.690
H 0.314 3.689 -1.170
H 0.921 3.886 -2.801
H 1.161 0.445 2.507
H -0.136 -0.225 2.763
O 0.244 0.669 2.832
H -2.103 1.704 1.237
H -0.585 1.636 1.754
O -1.196 2.118 1.125
H 2.502 -0.612 -1.301
H 1.618 0.546 -1.064
O 2.568 0.202 -0.870
H 2.568 0.021 0.834
H 2.238 -1.072 1.813
O 2.578 -0.188 1.782
```

- energy relative to the best compared isomer or geometry (same formula, charge and spin) (kcal/mol) = 0.00
- charge = -1
- E_LUMO (eV) = 3.22
- HOMO level (Ha) = -0.1248
- Kohn-Sham gap (eV) = 6.62

3.
# C3H4N2OS

2 unconnected molecules or ions with the total composition C3H4N2OS in a non-equilibrium geometry (wB97M-V/def2-TZVPD, the Open Molecules 2025 dataset).

Structure (XYZ):
```
11
C3H4N2OS wB97M-V/def2-TZVPD
C 0.002 0.684 -0.139
C 0.241 -1.799 0.551
C 0.038 0.906 -1.578
N -0.400 1.071 0.926
N 0.485 -1.644 1.717
O 0.096 -2.057 -0.577
S -0.789 1.060 2.429
H -0.953 1.240 -1.875
H 0.384 -0.118 -2.033
H 0.722 1.655 -1.830
H 0.174 -0.997 2.410
```

- SMILES = CC#[N+][S-].N=C=O
- energy relative to the best compared isomer or geometry (same formula, charge and spin) (kcal/mol) = 54.62
- charge = 0
- E_LUMO (eV) = -0.17
- HOMO level (Ha) = -0.3213
- Kohn-Sham gap (eV) = 8.58

4.
# C6H11NS

3 unconnected molecules or ions with the total composition C6H11NS in a non-equilibrium geometry (wB97M-V/def2-TZVPD, the Open Molecules 2025 dataset).

Structure (XYZ):
```
19
C6H11NS wB97M-V/def2-TZVPD
C 1.341 0.313 0.895
C 0.356 1.401 1.048
C -0.382 1.038 -0.278
C -1.177 -1.753 -0.190
C 0.123 -1.451 -0.874
C 0.719 -0.001 -0.463
H 3.241 0.141 1.873
H 3.037 0.164 -0.646
H 1.206 -0.439 1.802
H -0.147 1.494 2.065
H 0.968 2.289 1.075
H -0.563 1.874 -1.034
H -1.079 -2.126 0.830
H -1.483 -2.522 -0.971
H 1.049 -2.185 -0.792
H -0.284 -1.295 -1.910
H 1.175 0.515 -1.358
N 2.642 0.883 0.606
S -1.968 -0.086 -0.375
```

- energy relative to the best compared isomer or geometry (same formula, charge and spin) (kcal/mol) = 173.20
- charge = 0
- E_LUMO (eV) = -0.08
- HOMO level (Ha) = -0.3184
- Kohn-Sham gap (eV) = 8.58

5.
# C18H24ClN

2 unconnected molecules or ions with the total composition C18H24ClN in a non-equilibrium geometry (wB97M-V/def2-TZVPD, the Open Molecules 2025 dataset).

Structure (XYZ):
```
44
C18H24ClN wB97M-V/def2-TZVPD
C -2.462 -2.724 1.371
C -1.266 -3.368 2.264
C 0.065 -2.476 2.310
C 1.159 -3.338 3.168
C 0.734 -2.295 0.850
C 0.952 -3.631 0.043
C 1.603 -3.500 -1.358
C 2.006 -2.097 -1.848
N 1.795 -0.893 -1.056
C 1.162 -0.907 0.257
C 0.899 0.450 1.094
C 0.916 1.775 0.182
C -0.365 2.764 0.458
C -0.677 3.457 -1.000
C -1.649 2.607 -1.910
C -1.998 3.115 -3.334
C -1.360 4.459 -3.815
C -0.408 5.324 -2.913
C -0.046 4.812 -1.463
H -3.435 -2.817 1.977
H -2.254 -1.631 1.098
H -2.542 -3.330 0.405
H -1.083 -4.442 1.880
H -1.676 -3.459 3.330
H -0.066 -1.438 2.762
H 0.935 -3.329 4.287
H 1.118 -4.428 2.778
H 2.218 -2.970 2.931
H 0.618 -4.632 0.489
H 1.813 -4.402 -2.037
H 2.498 -2.001 -2.879
H 2.133 -0.017 -1.502
H -0.061 0.381 1.718
H 1.805 0.526 1.813
H 1.841 2.431 0.313
H 0.789 1.447 -0.925
H -1.308 2.112 0.678
H -0.164 3.541 1.298
H -2.075 1.619 -1.493
H -2.676 2.458 -3.972
H -1.627 4.770 -4.891
H 0.016 6.296 -3.354
H 0.673 5.421 -0.813
Cl 1.448 4.356 0.809
```

- charge = 0
- E_LUMO (eV) = -2.18
- HOMO level (Ha) = -0.2356
- Kohn-Sham gap (eV) = 4.23

6.
# C6H8

A single C6H8 molecule in a non-equilibrium geometry (wB97M-V/def2-TZVPD, the Open Molecules 2025 dataset).

Structure (XYZ):
```
14
C6H8 wB97M-V/def2-TZVPD
C -1.309 -1.435 -0.968
C -0.225 -1.941 -1.545
C -0.031 0.363 0.202
C -1.177 -0.305 -0.004
C 1.495 1.873 1.191
C 0.229 1.485 1.103
H -2.282 -1.887 -1.170
H -0.051 -2.787 -2.230
H 0.801 -1.760 -1.185
H 1.000 -0.058 -0.027
H -2.058 0.171 0.414
H 2.469 1.422 0.952
H 1.686 2.795 1.737
H -0.546 2.064 1.528
```

- SMILES = C=C/C=C/C=C
- energy relative to the best compared isomer or geometry (same formula, charge and spin) (kcal/mol) = 41.88
- charge = 0
- E_LUMO (eV) = 0.44
- HOMO level (Ha) = -0.3029
- Kohn-Sham gap (eV) = 8.68

7.
# C2H8N3P

2 unconnected molecules or ions with the total composition C2H8N3P in a non-equilibrium geometry (wB97M-V/def2-TZVPD, the Open Molecules 2025 dataset).

Structure (XYZ):
```
14
C2H8N3P wB97M-V/def2-TZVPD
C -0.167 -2.106 0.039
C -0.689 -0.761 0.539
N -1.425 0.819 -0.992
N 1.715 2.604 -0.813
N -0.502 0.221 -0.492
P 1.770 2.014 0.617
H -0.817 -2.499 -0.739
H 0.832 -1.983 -0.369
H -0.131 -2.819 0.857
H -1.747 -0.835 0.847
H -0.082 -0.431 1.386
H -2.379 0.603 -0.607
H 1.343 1.977 -1.520
H 2.279 3.196 1.247
```

- SMILES = [H]/N=P/[H].[H]/N=N\CC
- energy relative to the best compared isomer or geometry (same formula, charge and spin) (kcal/mol) = 61.71
- charge = 0
- E_LUMO (eV) = -0.01
- HOMO level (Ha) = -0.3299
- Kohn-Sham gap (eV) = 8.97